Formula: C4H7NS3
Source: the Open Molecules 2025 dataset
Level of theory: ωB97M-V/def2-TZVPD

Geometry as XYZ:
```
15
Properties=species:S:1:pos:R:3:forces:R:3
C -1.6198 1.3722 -2.0765 0.695 0.530 -0.084
C 0.0171 0.5601 0.9865 0.476 -0.340 0.872
C 1.2192 -0.3665 1.0498 0.313 0.751 0.203
C 1.1342 -1.8189 1.1905 0.313 -0.069 0.068
H -2.2378 2.0134 -1.4369 -0.043 -0.174 -0.235
H -0.5763 -0.3604 -1.9299 -0.155 0.404 0.343
H -0.2860 0.6925 2.0322 -0.062 0.242 -0.026
H 0.2929 1.5386 0.5867 -0.119 -0.141 -0.034
H 1.9775 0.0654 1.6854 0.418 0.267 -0.188
H 1.8903 -2.2966 1.8169 -0.180 0.187 -0.237
H 0.1458 -2.2372 1.3274 -0.075 -0.256 -0.758
N -1.1298 0.3068 -1.3807 0.155 -0.218 -2.106
S -1.2119 1.8244 -3.6279 -0.456 -0.696 1.343
S -1.4368 -0.0860 0.2086 -0.638 0.039 0.123
S 1.8214 -1.2080 -0.4322 -0.643 -0.527 0.717
```
Forces are in eV/Å.

## Properties
Orbital gap ... 9.0 eV
Structure (SMILES) ... S=CNSC[C@H]1CS1
Energy relative to the best compared isomer or geometry (same formula, charge and spin) ... 93.8 kJ/mol
LUMO energy ... 0.413 eV
Total energy ... -1405.88776 hartree

Atomic partial charges in e from the natural (NBO) method, atoms 1 to 2: C -0.057; C -0.582

Formula: C4H7NS3
Source: the Open Molecules 2025 dataset
Level of theory: ωB97M-V/def2-TZVPD

Geometry as XYZ:
```
15
Properties=species:S:1:pos:R:3:forces:R:3
C 1.0789 -0.0037 1.2808 -0.328 0.579 0.875
C 1.1022 -0.0141 -0.2310 0.048 0.054 0.298
C 0.4467 1.1992 -0.8588 0.688 0.288 -1.353
C -2.0381 -0.2885 -0.3513 0.786 0.119 0.366
H 1.3253 1.0184 1.7108 -0.238 -1.138 -0.606
H 0.0141 -0.2232 1.5420 1.014 0.020 0.433
H 1.7988 -0.7419 1.7009 -0.774 0.411 -0.214
H 2.1195 -0.0389 -0.6032 0.301 -0.165 -0.167
H 0.9730 2.1297 -0.5000 -0.921 -0.763 -0.125
H 0.6529 1.1389 -1.9701 -0.492 0.190 1.152
H -1.6344 -2.1993 0.0067 -0.522 -0.808 0.364
N -1.1989 -1.3566 -0.2732 -0.271 1.034 -0.266
S -1.3645 1.3389 -0.5606 0.111 -0.091 -0.151
S -3.6304 -0.4257 -0.0049 -0.190 0.107 -0.093
S 0.3549 -1.5330 -0.8881 0.787 0.162 -0.514
```
Forces are in eV/Å.

## Properties
Orbital gap ... 8.8 eV
Structure (SMILES) ... C[C@@H]1CSC(=S)NS1
Energy relative to the best compared isomer or geometry (same formula, charge and spin) ... 24.4 kJ/mol
LUMO energy ... 0.309 eV
Total energy ... -1405.91420 hartree

Atomic partial charges in e from the natural (NBO) method, atoms 1 to 2: C -0.632; C -0.373

Formula: C4H7NaO2
Source: the Open Molecules 2025 dataset
Level of theory: ωB97M-V/def2-TZVPD

Geometry as XYZ:
```
14
Properties=species:S:1:pos:R:3:forces:R:3
O -2.0100 0.6764 -0.5226 -0.318 0.051 -0.200
C -0.7833 0.4661 -0.7457 0.980 1.035 0.771
C -0.1615 -0.9133 -0.7327 0.599 -0.352 0.289
H 0.1059 -1.2203 -1.7579 -0.404 -0.304 0.179
H -0.2680 1.1429 -1.4677 -0.023 -0.145 0.257
H -0.8380 -1.6247 -0.2385 0.116 0.144 -0.323
Na -3.5040 2.0243 -1.5039 0.192 -0.194 0.183
C 0.6854 0.6456 0.8387 -0.397 -0.739 -0.382
C 1.0946 -0.6463 0.1289 -0.422 -0.088 -0.380
O 0.1284 0.3420 2.1416 -0.218 0.369 -0.324
H 1.5627 1.3135 0.9534 -0.412 0.149 0.013
H 1.2951 -1.5012 0.8098 0.285 0.299 -0.214
H 1.9663 -0.4550 -0.5173 -0.084 -0.212 0.225
H 0.7265 -0.2501 2.6139 0.106 -0.014 -0.096
```
Forces are in eV/Å.

## Properties
Charge ... -1
Orbital gap (spin up / spin down) ... 3.1 / 5.8 eV
Energy relative to the best compared isomer or geometry (same formula, charge and spin) ... 62.7 kJ/mol
Spin multiplicity ... 2
LUMO energy (spin up / spin down) ... 2.308 / 2.695 eV
Total energy ... -469.31551 hartree

Atomic partial charges in e from the natural (NBO) method, atoms 1 to 2: O -0.889; C 0.309

Formula: C4H7O2
Source: the Open Molecules 2025 dataset
Level of theory: ωB97M-V/def2-TZVPD

Geometry as XYZ:
```
13
Properties=species:S:1:pos:R:3:forces:R:3
C -2.5236 0.3861 0.4981 -0.139 -0.254 -1.064
C 1.5937 0.4302 -0.5278 1.490 0.321 -3.379
C 2.6473 0.0985 0.1890 0.085 -0.938 -1.836
C -2.0155 -0.6738 -0.1926 1.762 -3.768 -0.900
O 0.4394 0.6157 0.0964 -1.724 0.813 1.228
O -2.9523 1.3126 0.9033 -0.775 1.873 1.376
H 0.8894 0.6962 0.9376 -1.394 0.235 1.684
H 1.4844 0.6653 -1.6261 0.738 -0.509 1.267
H 3.4807 -0.2217 -0.3901 1.001 0.190 0.193
H 2.4882 -0.2783 1.1735 0.294 0.083 0.845
H -2.0363 -1.6217 0.4499 0.073 1.270 -0.509
H -0.8854 -0.4457 -0.4104 -1.753 -0.096 0.415
H -2.6101 -0.9635 -1.1007 0.341 0.779 0.680
```
Forces are in eV/Å.

## Properties
Charge ... +1
Orbital gap ... 7.9 eV
Energy relative to the best compared isomer or geometry (same formula, charge and spin) ... 193.0 kJ/mol
LUMO energy ... -5.187 eV
Total energy ... -306.71959 hartree

Atomic partial charges in e from the natural (NBO) method, atoms 1 to 2: C 0.971; C 0.132

Formula: C4H7O2P
Source: the Open Molecules 2025 dataset
Level of theory: ωB97M-V/def2-TZVPD

Geometry as XYZ:
```
14
Properties=species:S:1:pos:R:3:forces:R:3
C -1.2142 0.5782 -0.2087 0.397 1.892 0.350
C -0.8027 -0.5329 -0.3017 -0.658 -3.480 -0.025
C -1.1168 2.0042 -0.0301 -2.968 1.341 -0.706
C -0.8805 -2.0204 -0.4223 3.546 0.623 -1.580
O 1.7968 1.2842 0.8449 -0.324 2.444 0.273
O 1.9545 -1.3162 0.8199 -0.456 -1.726 0.372
P 2.3871 0.0235 0.5706 1.982 -1.469 -0.809
H -1.3385 2.5962 -0.9350 0.352 -0.420 0.143
H -0.1911 2.2046 0.3383 3.013 0.632 0.475
H -1.7195 2.5111 0.7371 -0.581 -0.820 -0.057
H -1.6330 -2.4031 0.1601 -2.184 -0.742 1.119
H 0.0466 -2.5908 -0.0652 -1.010 1.183 -0.608
H -1.0057 -2.2382 -1.5046 -0.145 -0.211 0.751
H 3.7172 -0.1004 -0.0032 -0.964 0.752 0.302
```
Forces are in eV/Å.

## Properties
Orbital gap ... 9.4 eV
Structure (SMILES) ... O=[PH]=O.CC#CC
Energy relative to the best compared isomer or geometry (same formula, charge and spin) ... 228.2 kJ/mol
LUMO energy ... 0.069 eV
Total energy ... -648.37566 hartree

Atomic partial charges in e from the natural (NBO) method, atoms 1 to 2: C -0.015; C -0.027

Formula: C4H7O2P
Source: the Open Molecules 2025 dataset
Level of theory: ωB97M-V/def2-TZVPD

Geometry as XYZ:
```
14
Properties=species:S:1:pos:R:3:forces:R:3
C -0.8181 1.2239 -2.0677 2.601 0.741 2.318
C 1.2745 0.8114 0.7044 1.033 -0.311 -1.780
C -1.7361 0.1548 -2.3293 0.318 -2.238 -2.028
C 1.8834 -1.1246 1.7984 2.936 1.732 3.232
O 2.4314 1.1453 0.6561 -0.475 0.868 0.117
O 0.8603 -0.2546 1.3505 -1.177 -0.170 0.352
P 0.1703 1.5288 -0.7101 -0.447 0.908 -1.441
H -1.2433 -0.7475 -2.9162 -0.343 1.534 1.560
H -2.3443 0.4974 -3.1541 -1.055 0.083 0.174
H -2.2620 -0.2216 -1.4635 -0.379 -0.246 -0.050
H 1.9788 -1.8955 1.1053 0.038 -1.489 -1.052
H 1.6352 -1.5185 2.8602 0.321 0.748 -1.950
H 2.9593 -0.5251 1.8150 -2.943 -1.660 0.213
H 1.0726 2.5642 -1.0830 -0.428 -0.500 0.333
```
Forces are in eV/Å.

## Properties
Orbital gap ... 8.2 eV
Structure (SMILES) ... CC#[PH]C(=O)OC
Energy relative to the best compared isomer or geometry (same formula, charge and spin) ... 506.1 kJ/mol
LUMO energy ... -0.173 eV
Total energy ... -648.26980 hartree

Atomic partial charges in e from the natural (NBO) method, atoms 1 to 2: C -0.325; C 0.573

Formula: C4H7O3
Source: the Open Molecules 2025 dataset
Level of theory: ωB97M-V/def2-TZVPD

Geometry as XYZ:
```
14
Properties=species:S:1:pos:R:3:forces:R:3
O 1.4679 -1.6004 1.2714 0.459 0.627 0.410
C 1.8501 -0.4348 1.5955 -0.137 0.898 -0.173
O 1.6605 0.6614 0.9968 0.380 -1.528 0.855
H 2.4249 -0.3712 2.5914 -0.333 -0.115 -0.744
C -1.0999 -0.4600 -0.0212 0.652 -0.123 -0.488
O -0.6319 -1.7788 -0.2400 -0.147 -0.223 0.264
C -0.3986 0.4636 -1.0153 -0.302 1.032 -0.305
C -0.8950 1.6279 -1.4937 0.333 -0.716 -0.295
H -0.8268 -0.1677 1.0056 -0.288 0.217 -0.258
H -2.2038 -0.4302 -0.1663 0.624 0.029 0.148
H 0.2276 -1.8409 0.2906 -0.469 0.218 -0.352
H 0.6172 0.1203 -1.3357 -1.123 0.324 0.388
H -0.3006 2.1631 -2.2674 -0.587 -0.168 0.764
H -1.8917 2.0478 -1.2119 0.937 -0.473 -0.214
```
Forces are in eV/Å.

## Properties
Charge ... -1
Orbital gap ... 8.9 eV
Energy relative to the best compared isomer or geometry (same formula, charge and spin) ... 116.2 kJ/mol
LUMO energy ... 4.175 eV
Total energy ... -382.36443 hartree

Atomic partial charges in e from the natural (NBO) method, atoms 1 to 2: O -0.802; C 0.640

Formula: C4H7O3
Source: the Open Molecules 2025 dataset
Level of theory: ωB97M-V/def2-TZVPD

Geometry as XYZ:
```
14
Properties=species:S:1:pos:R:3:forces:R:3
O 0.8971 -0.5633 0.0300 0.214 -0.162 0.202
C 0.8302 -0.5734 1.3028 -0.094 0.044 -0.407
O 0.8362 -1.5753 2.0283 0.046 -0.159 0.262
C 0.6749 0.7997 1.9654 0.000 0.046 -0.016
H 1.1569 0.8091 2.9413 -0.013 0.016 0.083
H 1.0715 1.5813 1.3239 0.112 0.068 -0.035
H -0.3888 1.0155 2.0872 -0.015 -0.093 0.035
O -1.3049 1.0779 -0.5399 -0.163 0.126 0.138
C -1.0115 -0.0549 -0.8652 -0.384 0.067 -0.642
C -0.4399 -0.3517 -2.2369 0.357 -0.049 0.261
H -1.4295 -0.9321 -0.3428 0.159 0.032 0.224
H 0.4271 0.2897 -2.3905 -0.094 0.045 -0.068
H -1.2043 -0.1353 -2.9839 -0.075 0.039 -0.072
H -0.1151 -1.3873 -2.3196 -0.049 -0.022 0.035
```
Forces are in eV/Å.

## Properties
Charge ... -1
Orbital gap ... 8.6 eV
Energy relative to the best compared isomer or geometry (same formula, charge and spin) ... 63.1 kJ/mol
LUMO energy ... 4.181 eV
Total energy ... -382.38466 hartree

Atomic partial charges in e from the natural (NBO) method, atoms 1 to 2: O -0.795; C 0.779

Formula: C4H7O3
Source: the Open Molecules 2025 dataset
Level of theory: ωB97M-V/def2-TZVPD

Geometry as XYZ:
```
14
Properties=species:S:1:pos:R:3:forces:R:3
O -0.2461 2.6872 1.5002 0.151 0.163 0.131
C 0.5212 1.7084 1.4407 -0.709 -0.636 -0.513
O 1.7656 1.6249 1.5311 0.035 0.415 0.072
C -0.1380 0.2971 1.1175 1.260 -0.350 0.519
C -0.0190 0.0127 -0.3664 -0.437 2.140 -0.928
C -0.7505 -1.0728 -1.1239 1.044 -1.036 -0.423
O 0.1849 -2.0966 -1.6074 -0.064 0.281 0.323
H 0.5936 -0.3264 1.6349 -0.419 -0.605 0.136
H -1.1310 0.1150 1.5212 -0.214 0.333 -0.083
H -0.1714 0.9636 -0.9017 -1.275 0.160 0.209
H 1.0092 0.0924 -0.6639 1.263 -1.159 0.253
H -1.4741 -1.6363 -0.5343 -0.191 0.352 0.074
H -1.1918 -0.6895 -2.0457 -0.428 0.184 0.274
H 1.0475 -1.6798 -1.5024 -0.017 -0.243 -0.043
```
Forces are in eV/Å.

## Properties
Charge ... -1
Orbital gap ... 7.7 eV
Structure (SMILES) ... O=C([O-])CCCO
Energy relative to the best compared isomer or geometry (same formula, charge and spin) ... 112.2 kJ/mol
LUMO energy ... 3.723 eV
Total energy ... -382.36596 hartree

Atomic partial charges in e from the natural (NBO) method, atoms 1 to 2: O -0.779; C 0.775

Formula: C4H7O3
Source: the Open Molecules 2025 dataset
Level of theory: ωB97M-V/def2-TZVPD

Geometry as XYZ:
```
14
Properties=species:S:1:pos:R:3:forces:R:3
O -0.5454 -0.6311 1.7290 -3.613 0.760 -1.822
H -0.5304 0.0787 1.0548 0.768 -0.442 0.739
C 1.0684 -3.2543 1.3723 0.628 -1.046 -0.521
C 2.0390 -2.4447 2.1913 -1.027 -0.461 0.528
O 3.1827 -2.7383 2.5137 -0.870 0.087 -0.726
C 1.3880 -1.2816 2.7714 5.107 0.927 2.655
C 2.0667 -0.4464 3.6388 -3.077 -1.094 -1.749
O 1.3817 0.5732 4.1794 0.800 0.260 -0.181
H 0.0125 -3.1953 1.6583 0.439 0.315 0.325
H 1.1094 -2.9164 0.3395 0.083 0.065 -0.213
H 1.3867 -4.2954 1.3940 0.003 -0.083 -0.136
H 0.2468 -0.7714 2.3046 0.635 0.218 0.060
H 3.0857 -0.5764 3.8878 0.822 -0.118 0.536
H 0.6034 0.5827 3.6117 -0.699 0.612 0.505
```
Forces are in eV/Å.

## Properties
Orbital gap (spin up / spin down) ... 10.0 / 7.4 eV
Energy relative to the best compared isomer or geometry (same formula, charge and spin) ... 167.0 kJ/mol
Spin multiplicity ... 2
LUMO energy (spin up / spin down) ... 0.309 / -2.003 eV
Total energy ... -382.17904 hartree

Atomic partial charges in e from the natural (NBO) method, atoms 1 to 2: O -0.860; H 0.485

Question: Which formula does entry 7 have?
Answer: C4H7O3